This record from the Open Molecules 2025 dataset describes a structure of composition C20H13Cl3MnN5O. The level of theory is ωB97M-V/def2-TZVPD.

Geometry as ORCA input:
```
! wB97M-V def2-TZVPD RIJCOSX def2/J DEFGRID3
* xyz 1 6
Mn -0.315 0.830 -0.495
N -0.442 -3.656 -0.379
C -0.385 -2.390 -0.778
N -0.662 -1.361 -0.032
C -1.038 -1.567 1.296
N -1.324 -0.591 2.099
N -1.176 0.630 1.484
C -1.531 1.675 2.115
C -1.381 2.966 1.412
C -1.670 4.160 2.046
C -1.507 5.344 1.334
C -1.063 5.286 0.027
C -0.794 4.044 -0.532
N -0.952 2.906 0.137
C -1.111 -2.940 1.797
C -1.470 -3.238 3.115
C -1.521 -4.549 3.535
C -1.213 -5.585 2.649
C -0.854 -5.312 1.346
C -0.807 -3.985 0.931
H -0.203 -4.388 -1.030
H -0.080 -2.219 -1.804
H -1.933 1.649 3.124
H -2.010 4.168 3.072
H -1.722 6.294 1.803
H -0.922 6.180 -0.563
H -0.437 3.956 -1.551
H -1.703 -2.423 3.785
H -1.799 -4.781 4.553
H -1.254 -6.611 2.987
H -0.610 -6.110 0.656
Cl 4.219 1.025 -5.993
C 3.442 0.993 -4.445
C 2.064 0.948 -4.371
C 1.499 0.924 -3.110
Cl -0.285 0.865 -3.025
C 2.197 0.943 -1.895
O 1.628 0.923 -0.721
C 3.601 0.988 -2.053
Cl 4.570 1.012 -0.624
C 4.212 1.013 -3.289
H 1.451 0.935 -5.260
H 5.290 1.049 -3.353
*
```

Values from the calculation:
ΔE to the lowest compared entry with this formula, charge and spin: 0.0 kJ/mol
Orbital gap (spin up / spin down): 0.240 / 0.239 Eh
HOMO level (spin up / spin down): -0.3811 / -0.3838 hartree

Here are the Löwdin charges for atoms 1 to 5, given in e: Mn 0.80; N 0.14; C -0.11; N 0.06; C -0.26

This record from the Open Molecules 2025 dataset describes a cluster of 3 separate species, C15H18ClF2NO2PS in total. The level of theory is ωB97M-V/def2-TZVPD.

Geometry as ORCA input:
```
! wB97M-V def2-TZVPD RIJCOSX def2/J DEFGRID3
* xyz -1 1
O 0.828 1.586 -0.337
P 1.547 2.945 0.220
O 2.636 3.266 -0.933
S 2.504 2.497 1.883
N 0.538 4.142 0.151
C -0.696 3.963 0.914
C -1.927 3.845 -0.016
C -2.409 2.417 -0.161
Cl -4.161 2.382 -0.703
H 1.414 0.852 -0.117
H 2.356 4.099 -1.322
H -0.855 4.853 1.530
H -0.662 3.106 1.594
H -2.736 4.475 0.352
H -1.628 4.230 -0.987
H -1.878 1.905 -0.953
H -2.384 1.865 0.769
F 2.997 -0.852 -0.173
C 3.951 -1.285 0.674
C 3.859 -0.963 2.013
C 4.843 -1.423 2.873
C 5.899 -2.187 2.392
C 5.970 -2.495 1.041
C 4.988 -2.045 0.170
H 3.037 -0.350 2.360
H 4.786 -1.179 3.926
H 6.667 -2.539 3.069
H 6.793 -3.086 0.661
H 5.020 -2.275 -0.887
F -2.396 -3.617 -3.328
C -3.339 -3.128 -2.494
C -4.129 -4.015 -1.792
C -5.095 -3.510 -0.935
C -5.261 -2.139 -0.798
C -4.456 -1.265 -1.517
C -3.482 -1.761 -2.372
H -3.983 -5.080 -1.918
H -5.719 -4.191 -0.371
H -6.016 -1.749 -0.128
H -4.584 -0.196 -1.412
H -2.838 -1.099 -2.935
*
```

Values from the calculation:
ΔE to the lowest compared entry with this formula, charge and spin: 0.0 kJ/mol
Orbital gap: 0.244 Eh
HOMO level: -0.1453 hartree

Here are the Löwdin charges for atoms 1 to 5, given in e: O -0.25; P -0.02; O -0.25; S 0.12; N -0.24

This record from the Open Molecules 2025 dataset describes a structure of composition CH16Mn2O11. The level of theory is ωB97M-V/def2-TZVPD.

Geometry as ORCA input:
```
! wB97M-V def2-TZVPD RIJCOSX def2/J DEFGRID3
* xyz 2 11
Mn 1.173 3.282 2.380
Mn -0.934 -2.352 -2.328
C 0.099 0.870 0.402
O -0.275 -0.115 -0.377
O -0.642 1.678 0.933
O 1.272 1.002 0.730
O 1.923 -1.554 -3.382
H 2.486 -1.782 -4.122
H 2.475 -1.011 -2.819
O -4.047 -0.153 1.670
H -4.889 0.278 1.529
H -3.408 0.426 1.254
O 3.944 0.951 -1.638
H 3.972 1.842 -1.985
H 3.286 0.984 -0.943
O 0.097 -4.343 -0.551
H 0.194 -5.295 -0.551
H 0.796 -4.031 0.024
O -3.819 3.964 0.336
H -3.436 4.601 -0.267
H -3.118 3.331 0.492
O 1.429 1.583 4.750
H 1.786 1.658 5.635
H 0.761 0.901 4.817
O -2.099 -0.415 -3.994
H -1.735 0.390 -4.360
H -3.038 -0.358 -4.174
O 2.104 -2.376 1.963
H 2.073 -1.428 1.832
H 1.571 -2.528 2.744
*
```

Values from the calculation:
ΔE to the lowest compared entry with this formula, charge and spin: 850.4 kJ/mol
Orbital gap (spin up / spin down): 0.181 / 0.134 Eh
HOMO level (spin up / spin down): -0.5358 / -0.4876 hartree

Here are the Löwdin charges for atoms 1 to 5, given in e: Mn 1.32; Mn 1.56; C -1.02; O -0.11; O -0.02

This record from the Open Molecules 2025 dataset describes a structure of composition C7H9AlF3O7S. The level of theory is ωB97M-V/def2-TZVPD.

Geometry as ORCA input:
```
! wB97M-V def2-TZVPD RIJCOSX def2/J DEFGRID3
* xyz 1 1
Al -28.141 9.722 -6.966
C -27.440 12.474 -3.259
C -27.689 11.533 -4.404
O -28.749 10.843 -4.512
O -26.833 11.420 -5.334
H -26.753 13.259 -3.560
H -26.953 11.888 -2.476
H -28.398 12.836 -2.888
C -23.390 11.110 -9.038
F -24.017 11.313 -10.183
F -23.095 9.815 -8.986
F -22.304 11.810 -8.959
S -24.493 11.484 -7.608
O -25.733 10.756 -7.868
O -23.773 11.084 -6.432
O -24.754 12.909 -7.668
O -27.068 7.920 -8.829
C -26.821 7.794 -10.010
O -27.660 8.229 -10.933
C -27.068 8.124 -12.242
C -25.563 7.937 -12.023
C -25.478 7.387 -10.595
H -27.355 9.003 -12.816
H -27.436 7.307 -12.870
H -24.989 8.848 -12.162
H -25.186 7.186 -12.715
H -24.735 7.901 -9.994
H -25.413 6.310 -10.435
*
```

Values from the calculation:
Orbital gap: 0.129 Eh
HOMO level: -0.4900 hartree

Here are the Löwdin charges for atoms 1 to 5, given in e: Al 1.45; C 0.07; C -0.61; O -0.03; O 0.01

This record from the Open Molecules 2025 dataset describes a structure of composition C11H21CrN2O7. The level of theory is ωB97M-V/def2-TZVPD.

Geometry as ORCA input:
```
! wB97M-V def2-TZVPD RIJCOSX def2/J DEFGRID3
* xyz 2 4
Cr -0.011 0.056 0.086
C -0.249 2.799 -0.131
C 1.032 2.557 0.707
O 1.458 1.158 0.724
C 2.662 0.713 0.017
C 2.611 -0.832 -0.086
O 1.256 -1.358 -0.288
C 0.871 -2.018 -1.536
C -0.659 -1.863 -1.835
O -1.318 -0.969 -0.883
C -2.418 -0.086 -1.267
C -2.049 1.414 -1.166
O -1.149 1.648 -0.034
H -0.002 2.970 -1.175
H -0.762 3.678 0.260
H 0.843 2.808 1.749
H 1.831 3.192 0.329
H 3.541 0.994 0.598
H 2.702 1.184 -0.960
H 2.948 -1.272 0.851
H 3.271 -1.160 -0.886
H 1.116 -3.073 -1.433
H 1.450 -1.599 -2.356
H -1.153 -2.830 -1.760
H -0.781 -1.468 -2.839
H -3.229 -0.321 -0.580
H -2.735 -0.302 -2.286
H -2.962 1.991 -1.017
H -1.567 1.749 -2.081
C -1.009 -2.785 4.400
C -1.263 -1.277 4.187
C -0.871 -0.850 2.874
N -0.548 -0.540 1.817
H -1.325 -3.046 5.407
H 0.048 -3.022 4.296
H -1.580 -3.381 3.692
H -0.705 -0.684 4.916
H -2.323 -1.042 4.315
O 1.691 1.516 -3.407
N 0.711 0.912 -3.048
O -0.187 0.479 -3.749
O 0.588 0.740 -1.727
*
```

Values from the calculation:
Orbital gap (spin up / spin down): 0.337 / 0.335 Eh
HOMO level (spin up / spin down): -0.6028 / -0.6030 hartree

Here are the Löwdin charges for atoms 1 to 5, given in e: Cr 1.01; C -0.07; C -0.05; O -0.24; C -0.07

This record from the Open Molecules 2025 dataset describes a structure of composition C5H12FGaLiN. The level of theory is ωB97M-V/def2-TZVPD.

Geometry as ORCA input:
```
! wB97M-V def2-TZVPD RIJCOSX def2/J DEFGRID3
* xyz 0 1
C -0.906 -0.718 1.707
C 0.022 0.430 2.066
F -0.517 1.003 3.258
C 0.202 1.473 1.001
Ga 1.368 0.923 -0.531
C 0.498 -0.584 -1.658
C -0.942 -0.605 -2.041
N -1.522 0.444 -2.462
H -0.845 -0.970 0.645
H -0.699 -1.619 2.294
H -1.941 -0.424 1.907
H 1.000 0.046 2.391
H -0.772 1.805 0.618
H 0.694 2.347 1.444
H 2.641 -0.034 -0.028
H 1.798 2.074 -1.502
H 0.703 -1.450 -1.020
H 1.135 -0.592 -2.557
H -1.474 -1.566 -1.948
H -2.496 0.259 -2.704
Li 2.054 -2.240 -0.882
*
```

Values from the calculation:
Orbital gap: 0.264 Eh
HOMO level: -0.3240 hartree

Here are the Löwdin charges for atoms 1 to 5, given in e: C -0.05; C -0.48; F -0.08; C -0.26; Ga 0.39

This record from the Open Molecules 2025 dataset describes a structure of composition C50H44As2IrN4O5S. The level of theory is ωB97M-V/def2-TZVPD.

Geometry as ORCA input:
```
! wB97M-V def2-TZVPD RIJCOSX def2/J DEFGRID3
* xyz 2 2
Ir 0.881 -0.722 -0.058
C 1.848 -1.968 3.068
C 0.336 -1.865 3.217
As -0.449 -2.013 1.441
C -2.343 -1.798 1.660
C -3.214 -2.474 0.811
C -4.581 -2.382 1.025
C -5.071 -1.630 2.084
C -4.200 -0.944 2.918
C -2.832 -1.017 2.703
C -0.185 -3.858 0.933
C 0.123 -4.819 1.891
C 0.307 -6.142 1.512
C 0.177 -6.510 0.181
C -0.143 -5.555 -0.774
C -0.317 -4.231 -0.402
As 2.416 -0.649 1.758
C 4.209 -1.113 1.235
C 4.954 -0.204 0.490
C 6.215 -0.555 0.031
C 6.734 -1.811 0.315
C 5.996 -2.717 1.062
C 4.731 -2.373 1.521
C 2.538 1.014 2.715
C 2.551 1.059 4.105
C 2.588 2.285 4.756
C 2.615 3.463 4.023
C 2.614 3.420 2.635
C 2.575 2.196 1.983
H 2.121 -2.944 2.666
H 2.376 -1.836 4.011
H 0.034 -0.894 3.615
H -0.074 -2.637 3.867
H -2.840 -3.084 -0.002
H -5.262 -2.914 0.373
H -6.138 -1.582 2.262
H -4.584 -0.354 3.740
H -2.161 -0.474 3.355
H 0.210 -4.561 2.938
H 0.544 -6.886 2.261
H 0.315 -7.543 -0.110
H -0.268 -5.839 -1.811
H -0.590 -3.505 -1.157
H 4.563 0.783 0.272
H 6.795 0.156 -0.542
H 7.721 -2.079 -0.038
H 6.405 -3.691 1.295
H 4.167 -3.092 2.101
H 2.531 0.153 4.695
H 2.601 2.319 5.837
H 2.641 4.416 4.534
H 2.638 4.339 2.063
H 2.568 2.163 0.900
N -1.208 1.593 -7.801
C -1.289 0.976 -6.603
C -1.748 -0.351 -6.510
C -1.824 -0.981 -5.292
C -1.445 -0.291 -4.141
C -0.978 1.026 -4.208
C -0.902 1.651 -5.425
S -1.534 -1.086 -2.628
O -2.321 -0.182 -1.669
O -2.160 -2.359 -2.739
N -0.098 -1.081 -1.928
C 0.952 -1.810 -2.457
N 1.977 -1.754 -1.578
C 3.100 -2.405 -1.870
C 3.192 -3.111 -3.056
C 2.081 -3.107 -3.888
N 0.947 -2.462 -3.596
H -1.540 1.145 -8.636
H -0.942 2.559 -7.870
H -2.046 -0.876 -7.409
H -2.177 -2.000 -5.217
H -0.685 1.553 -3.307
H -0.551 2.673 -5.488
H 3.908 -2.348 -1.151
H 4.092 -3.642 -3.322
H 2.090 -3.645 -4.828
O -1.183 1.748 -0.508
C -1.690 2.799 -0.087
C -0.778 2.677 3.388
O -0.964 3.735 3.813
O -0.593 1.615 2.953
C -0.947 4.059 -0.330
C -1.587 5.281 -0.542
C -0.843 6.410 -0.841
C 0.541 6.332 -0.918
C 1.184 5.115 -0.724
C 0.441 3.982 -0.447
C -2.974 2.829 0.642
C -3.219 3.806 1.614
C -4.425 3.832 2.295
C -5.413 2.907 1.991
C -5.178 1.930 1.031
C -3.961 1.874 0.378
H -1.800 0.515 -1.119
H -2.666 5.343 -0.504
H -1.342 7.353 -1.019
H 1.119 7.219 -1.142
H 2.263 5.056 -0.801
H 0.911 3.018 -0.315
H -2.458 4.531 1.865
H -4.595 4.585 3.053
H -6.366 2.948 2.501
H -5.947 1.209 0.790
H -3.802 1.104 -0.362
*
```

Values from the calculation:
ΔE to the lowest compared entry with this formula, charge and spin: 0.0 kJ/mol
Orbital gap (spin up / spin down): 0.264 / 0.241 Eh
HOMO level (spin up / spin down): -0.4632 / -0.4632 hartree

Here are the Löwdin charges for atoms 1 to 5, given in e: Ir 0.76; C -0.40; C -0.39; As 1.19; C -0.35

This record from the Open Molecules 2025 dataset describes a structure of composition C51H45BrN6O2STeTi. The level of theory is ωB97M-V/def2-TZVPD.

Geometry as ORCA input:
```
! wB97M-V def2-TZVPD RIJCOSX def2/J DEFGRID3
* xyz 0 1
Ti -0.313 -1.319 0.545
O -2.979 -0.303 -1.560
C -2.721 0.832 -2.271
C -3.693 1.386 -3.099
C -3.446 2.558 -3.795
C -2.216 3.187 -3.673
C -1.249 2.616 -2.860
C -1.470 1.439 -2.152
C -0.356 0.947 -1.245
O -0.278 -0.425 -1.093
N -0.499 1.637 0.066
N -0.307 0.686 1.112
C 0.230 1.194 2.224
C 0.513 0.442 3.354
Br -0.437 -1.299 3.386
C 1.421 0.624 4.365
C 2.584 1.484 4.313
C 3.099 2.046 3.132
C 4.233 2.842 3.153
C 4.901 3.098 4.343
C 4.418 2.535 5.519
C 3.284 1.746 5.504
H -3.911 -0.532 -1.654
H -4.653 0.888 -3.190
H -4.217 2.976 -4.430
H -2.009 4.102 -4.211
H -0.277 3.087 -2.771
H 0.583 1.289 -1.712
H -1.448 1.997 0.137
H 0.487 2.250 2.238
H 1.298 0.043 5.272
H 2.612 1.846 2.184
H 4.596 3.271 2.226
H 5.780 3.730 4.356
H 4.930 2.718 6.456
H 2.917 1.318 6.429
C -6.012 1.912 2.848
C -5.420 1.585 1.470
C -6.450 1.904 0.377
C -4.196 2.473 1.242
C -5.065 0.101 1.411
C -6.077 -0.867 1.583
C -5.821 -2.220 1.542
C -4.510 -2.632 1.308
S -3.837 -4.234 1.215
C -2.272 -3.558 0.923
N -2.256 -2.249 0.874
C -3.502 -1.694 1.118
C -3.773 -0.327 1.191
C -1.038 -4.318 0.742
C -1.000 -5.700 0.918
C 0.195 -6.368 0.728
C 1.330 -5.638 0.386
C 1.272 -4.254 0.257
C 0.089 -3.528 0.432
H -6.269 2.972 2.904
H -5.293 1.691 3.638
H -6.917 1.337 3.045
H -6.725 2.960 0.419
H -7.360 1.315 0.493
H -6.035 1.702 -0.613
H -4.494 3.521 1.303
H -3.766 2.310 0.250
H -3.424 2.302 1.996
H -7.094 -0.544 1.763
H -6.616 -2.938 1.693
H -2.952 0.365 1.066
H -1.894 -6.249 1.194
H 0.248 -7.442 0.849
H 2.269 -6.157 0.230
H 2.193 -3.730 0.013
N 8.957 3.263 -2.037
C 8.100 2.637 -1.599
C 7.027 1.854 -1.049
C 6.100 1.255 -1.900
C 5.074 0.493 -1.372
C 4.970 0.353 0.006
C 5.885 0.954 0.862
C 6.920 1.699 0.330
N 3.906 -0.407 0.557
C 3.953 -1.197 1.690
C 2.691 -1.652 1.884
N 1.873 -1.146 0.901
C 2.630 -0.414 0.118
H 6.194 1.378 -2.970
H 4.361 0.005 -2.022
H 5.762 0.864 1.933
H 7.640 2.176 0.981
H 4.868 -1.364 2.229
H 2.313 -2.299 2.656
H 2.291 0.147 -0.738
C 0.866 -2.727 -2.789
Te -1.120 -3.513 -2.919
C -1.477 -1.874 -4.254
C -0.166 -1.166 -4.451
C -0.075 -0.069 -5.306
C 1.126 0.596 -5.484
C 2.259 0.160 -4.810
C 2.172 -0.928 -3.959
C 0.961 -1.592 -3.765
H 1.586 -3.518 -2.996
H 1.014 -2.363 -1.774
H -2.195 -1.206 -3.788
H -1.886 -2.233 -5.197
H -0.962 0.269 -5.830
H 1.181 1.446 -6.152
H 3.207 0.664 -4.958
H 3.056 -1.285 -3.440
*
```

Values from the calculation:
ΔE to the lowest compared entry with this formula, charge and spin: 173.2 kJ/mol
Orbital gap (spin up / spin down): 0.175 / 0.182 Eh
HOMO level (spin up / spin down): -0.1918 / -0.1920 hartree

Here are the Löwdin charges for atoms 1 to 5, given in e: Ti 0.83; O 0.03; C -0.28; C -0.03; C -0.08